## 1
C4H12O | ωB97M-V/def2-TZVPD

CARTESIAN COORDINATES (ANGSTROEM)
C -1.7512 -2.9167 0.4908
C -2.1824 -2.0017 1.6241
O -1.4968 -0.7351 1.4610
H -1.0131 -3.6088 0.8653
H -2.5872 -3.5517 0.1582
H -1.5694 -2.3239 -0.3911
H -1.9877 -2.4108 2.6168
H -3.2308 -1.7121 1.5865
H -1.1075 -0.5521 2.3184
C 1.9142 3.0384 -1.7973
C 2.2496 1.8694 -0.8747
H 2.7636 3.1808 -2.4511
H 1.9051 3.9856 -1.2619
H 1.0363 2.9441 -2.4268
H 1.4367 1.5906 -0.2069
H 2.5546 1.0312 -1.4941
H 3.0660 2.1730 -0.2172

Output
SMILES	CCO.CC
LUMO level	0.9575	eV
E_HOMO	-10.3	eV
HOMO-LUMO gap	11.211	eV

Atomic partial charges in e from the Löwdin method, atoms 1 to 5: atom 1 (C): -0.086, atom 2 (C): -0.302, atom 3 (O): -0.100, atom 4 (H): 0.066, atom 5 (H): 0.072

---

## 2
C4H12O | ωB97M-V/def2-TZVPD

CARTESIAN COORDINATES (ANGSTROEM)
C -1.2917 -1.5239 1.3453
C -2.4863 -0.8951 0.6559
O -2.2045 -0.5188 -0.6896
H -1.3910 -1.4431 2.4277
H -0.3741 -1.0325 1.0374
H -1.1850 -2.5735 1.0995
H -3.3178 -1.5974 0.5802
H -2.8465 -0.0261 1.2128
H -1.6738 0.2846 -0.6678
C 2.1623 1.2577 -1.6158
C 2.0244 1.0884 -0.0982
H 2.8630 0.5502 -2.0689
H 1.2294 1.1504 -2.1649
H 2.5186 2.2505 -1.9063
H 2.7817 0.4061 0.2687
H 1.0941 0.5953 0.1474
H 2.0973 2.0272 0.4365

Output
SMILES	CCO.CC
LUMO level	0.9182	eV
E_HOMO	-10.4	eV
HOMO-LUMO gap	11.298	eV

Atomic partial charges in e from the Löwdin method, atoms 1 to 5: atom 1 (C): -0.083, atom 2 (C): -0.319, atom 3 (O): -0.087, atom 4 (H): 0.073, atom 5 (H): 0.051

---

## 3
C4H12O | ωB97M-V/def2-TZVPD

CARTESIAN COORDINATES (ANGSTROEM)
C 2.0518 -1.5794 -0.9796
C 0.6585 -1.5731 -0.3823
O -0.1953 -2.4318 -1.1572
H 1.9973 -1.7059 -2.0485
H 2.5928 -2.4149 -0.5404
H 2.6892 -0.7401 -0.6814
H 0.6621 -2.0661 0.5826
H 0.2264 -0.5773 -0.2559
H -0.4450 -1.9972 -1.9888
C -0.7654 2.1896 0.4343
C -1.7949 1.5658 1.4145
H 0.2777 1.9720 0.6731
H -0.9463 1.8233 -0.5545
H -0.8372 3.2733 0.4905
H -2.5040 2.3140 1.7675
H -1.3262 1.1670 2.3185
H -2.3415 0.7807 0.9077

Output
SMILES	CCO.CC
LUMO level	0.9185	eV
E_HOMO	-10.4	eV
HOMO-LUMO gap	11.303	eV

Atomic partial charges in e from the Löwdin method, atoms 1 to 5: atom 1 (C): -0.086, atom 2 (C): -0.304, atom 3 (O): -0.097, atom 4 (H): 0.068, atom 5 (H): 0.070

---

Relative energies in kJ/mol: 1 20.8; 2 0.0; 3 11.9

---

## 1
C21H37CsN3O5Si3 | ωB97M-V/def2-TZVPD

CARTESIAN COORDINATES (ANGSTROEM)
Cs 7.5388 8.5096 11.1284
O 6.1288 13.4026 12.5707
C 6.5602 12.1011 12.5109
O 7.0698 11.5932 11.5565
C 6.4336 11.4903 13.8193
C 6.3275 12.2510 15.0276
C 6.0453 11.4935 16.1184
C 6.0747 10.0834 16.0841
C 6.2234 9.4709 14.9022
N 6.3794 10.1916 13.7413
C 6.1224 7.9109 14.8663
O 5.6697 7.4259 15.9350
O 6.5320 7.3598 13.8270
H 6.1161 13.7670 11.6312
H 6.1908 13.3476 15.0133
H 5.7447 11.9997 17.0800
H 5.7963 9.4680 16.8910
C 10.1011 7.5694 13.1008
O 10.1458 8.3089 11.8955
Si 11.3031 8.0490 10.6655
C 11.5420 6.2099 10.5457
C 13.0235 8.5594 11.2844
C 11.0119 8.9036 9.0643
Si 11.2067 10.6723 8.9985
C 12.9398 11.2336 8.4504
C 11.0352 11.4855 10.7394
C 9.8811 11.6371 8.0470
Si 11.6194 7.9820 7.5985
C 13.4684 7.6037 7.4463
C 10.7402 6.3657 7.0410
C 11.2390 9.0179 5.9188
H 9.9639 6.5172 12.9037
H 9.2566 7.8599 13.6018
H 10.9967 7.7232 13.6961
H 12.0397 5.7640 11.4493
H 12.2133 5.8715 9.7198
H 10.6359 5.5951 10.4554
H 13.0379 8.2695 12.3998
H 13.2177 9.6143 11.1206
H 13.7258 8.0493 10.6656
H 13.6072 10.9045 9.2271
H 12.9290 12.3056 8.3563
H 13.2358 10.7652 7.5570
H 11.8945 11.4998 11.4557
H 10.2330 11.0683 11.3388
H 10.7532 12.5205 10.5280
H 9.7887 11.3371 6.9943
H 10.0292 12.7340 8.1735
H 8.9605 11.3705 8.6161
H 13.8548 7.0065 8.3245
H 14.1587 8.4658 7.3122
H 13.6783 6.9577 6.5445
H 10.6019 5.6462 7.8319
H 11.2560 5.8594 6.2743
H 9.7797 6.6237 6.5631
H 11.6676 10.0813 5.8961
H 10.1518 9.0243 5.7957
H 11.7722 8.4059 5.2483
C 6.7255 10.0913 6.2851
N 6.4367 9.0660 7.3207
C 5.3298 8.9746 8.0578
C 5.3752 7.7345 8.5829
N 6.4950 7.0577 8.2055
C 7.1104 7.9132 7.4252
H 7.7190 9.9525 5.9895
H 6.5046 11.0550 6.6800
H 6.0787 9.8679 5.3907
H 4.5728 9.6996 7.9924
H 4.7292 7.3117 9.3694
H 8.0176 7.7927 6.8403

Output
total charge	-1
LUMO level	1.6941	eV
E_HOMO	-4.0	eV
HOMO-LUMO gap	5.726	eV

Atomic partial charges in e from the Löwdin method, atoms 1 to 5: atom 1 (Cs): 1.135, atom 2 (O): 0.071, atom 3 (C): -0.480, atom 4 (O): 0.039, atom 5 (C): -0.229

---

## 2
C21H37CsN3O5Si3 | ωB97M-V/def2-TZVPD

CARTESIAN COORDINATES (ANGSTROEM)
Cs -2.0197 3.6660 19.6620
O -1.1543 0.6730 24.4091
C -0.9749 1.4896 23.3358
O -0.9193 1.1318 22.1452
C -0.7636 2.8897 23.8555
C -0.5815 3.2173 25.2000
C -0.4275 4.5884 25.4963
C -0.4413 5.5050 24.4723
C -0.6161 5.0206 23.1503
N -0.7723 3.7990 22.8799
C -0.5058 5.9919 22.0304
O -0.2336 5.5047 20.9143
O -0.7485 7.2050 22.3273
H -1.5581 -0.1603 24.1097
H -0.5655 2.4000 25.9344
H -0.2875 4.7996 26.5665
H -0.2758 6.5670 24.5165
C -1.1822 0.4819 18.3009
O -2.0743 1.3277 17.6730
Si -3.3345 0.8396 16.6155
C -2.1429 0.1787 15.1156
C -3.9630 -0.7708 17.3108
C -4.5398 2.1345 16.2520
Si -5.3891 1.9669 14.6425
C -4.2077 2.1444 13.1584
C -6.7524 3.1373 14.1045
C -6.3431 0.2798 14.3302
Si -5.7833 2.7004 17.5627
C -5.2195 2.3108 19.3517
C -6.1037 4.5653 17.5198
C -7.4926 1.8163 17.3444
H -1.6854 -0.1609 19.0119
H -0.5240 1.0793 18.8832
H -0.6107 -0.1198 17.5710
H -1.2840 -0.3292 15.5560
H -1.7128 0.9629 14.5370
H -2.7068 -0.5119 14.5244
H -3.1931 -1.5282 17.1083
H -4.8686 -1.1493 16.8108
H -4.3544 -0.7635 18.3511
H -3.7983 3.1814 13.2414
H -4.7330 1.9754 12.1973
H -3.4285 1.3824 13.1651
H -6.7344 4.0962 14.6050
H -7.7107 2.6162 14.3386
H -6.7226 3.3164 13.0072
H -5.5279 -0.3774 14.0180
H -7.0886 0.3413 13.5111
H -6.8031 -0.1168 15.2282
H -4.1572 1.8307 19.3142
H -5.8744 1.5126 19.7922
H -5.1760 3.0943 20.0781
H -5.1428 5.0223 17.8216
H -6.9058 4.8391 18.1977
H -6.3674 4.8590 16.5140
H -7.2942 0.7877 17.4021
H -7.9497 1.9914 16.3939
H -8.2273 2.0702 18.1284
C -4.5419 6.3036 14.2423
N -3.7462 6.2786 15.4987
C -3.4607 7.3183 16.3184
C -2.5392 6.8505 17.1980
N -2.2531 5.5511 16.9483
C -2.9589 5.2472 15.8789
H -4.8633 7.3643 14.0430
H -5.3976 5.5661 14.2252
H -3.8795 5.9819 13.4129
H -3.9009 8.2763 16.2568
H -2.0426 7.3471 18.0084
H -2.9575 4.2522 15.4509

Output
total charge	-1
LUMO level	1.9065	eV
E_HOMO	-4.2	eV
HOMO-LUMO gap	6.098	eV

Atomic partial charges in e from the Löwdin method, atoms 1 to 5: atom 1 (Cs): 1.092, atom 2 (O): 0.080, atom 3 (C): -0.409, atom 4 (O): 0.060, atom 5 (C): -0.187

---

Relative energies in kJ/mol: 1 14.2; 2 0.0

---

## 1
C5H11OS | ωB97M-V/def2-TZVPD

CARTESIAN COORDINATES (ANGSTROEM)
O -2.0917 -0.9854 1.0992
C -2.0544 -1.3944 -0.0400
C -2.8628 -0.7951 -1.1596
H -1.4436 -2.2755 -0.2952
H -3.4718 -0.0139 -0.6970
H -3.4563 -1.5556 -1.6839
H -2.2432 -0.3661 -1.9361
C 2.3973 1.6858 0.2814
C 1.2793 0.8860 0.9612
C 1.1073 -0.5119 0.3376
S 0.4249 -0.3595 -1.3459
H 3.2910 1.0628 0.1577
H 2.6895 2.5552 0.8791
H 2.0684 1.9348 -0.7275
H 1.4698 0.7649 2.0378
H 0.3536 1.4462 0.8169
H 0.4466 -1.0830 0.9903
H 2.0962 -0.9952 0.3240

Output
total charge	-1
LUMO level	4.0098	eV
E_HOMO	-2.6	eV
HOMO-LUMO gap	6.591	eV

Atomic partial charges in e from the Löwdin method, atoms 1 to 5: atom 1 (O): -0.025, atom 2 (C): -0.438, atom 3 (C): -0.118, atom 4 (H): 0.083, atom 5 (H): 0.071

---

## 2
C5H11OS | ωB97M-V/def2-TZVPD

CARTESIAN COORDINATES (ANGSTROEM)
C 1.8098 -2.4397 0.1705
S 1.7875 -0.6996 0.6028
C 1.0962 0.2554 -0.9346
C -0.4322 0.4615 -0.8748
C -0.8537 1.3354 0.2936
C -2.4123 1.4739 0.4910
O -3.0844 0.6724 -0.3363
H 2.5785 -2.6356 -0.5997
H 2.1375 -3.1863 0.9062
H 0.8800 -2.6723 -0.3745
H 1.2989 -0.3409 -1.8206
H 1.6868 1.1546 -0.6614
H -0.6813 0.9672 -1.8061
H -0.8537 -0.5297 -0.7461
H -0.3229 2.3136 0.4109
H -0.5975 0.9143 1.2670
H -2.7320 2.5745 0.5047
H -2.5519 1.3301 1.6246

Output
total charge	-1
SMILES	CSCCCC[O-]
LUMO level	3.1827	eV
E_HOMO	-2.1	eV
HOMO-LUMO gap	5.294	eV

Atomic partial charges in e from the Löwdin method, atoms 1 to 5: atom 1 (C): -0.497, atom 2 (S): 0.720, atom 3 (C): -0.414, atom 4 (C): -0.290, atom 5 (C): -0.252

---

## 3
C5H11OS | ωB97M-V/def2-TZVPD

CARTESIAN COORDINATES (ANGSTROEM)
C 3.0165 -0.0036 -1.8240
C 1.7124 0.1469 -1.4591
O 1.3769 0.4570 -0.1773
H 3.2633 -0.2568 -2.8338
H 3.8629 0.0562 -1.1118
H 0.8446 0.1512 -2.1676
H 0.4209 0.7543 -0.1950
C -0.3742 -1.9834 0.5599
C -0.6777 -0.9200 1.6495
C -1.8169 0.0131 1.2336
S -1.4944 1.2910 -0.0815
H -1.3213 -2.5016 0.2490
H 0.3449 -2.7686 0.8126
H -0.0166 -1.4141 -0.3415
H -1.0723 -1.4858 2.4859
H 0.2306 -0.3010 1.8354
H -2.1609 0.5625 2.1418
H -2.6617 -0.6262 0.8875

Output
total charge	-1
LUMO level	3.9948	eV
E_HOMO	-3.0	eV
HOMO-LUMO gap	7.008	eV

Atomic partial charges in e from the Löwdin method, atoms 1 to 5: atom 1 (C): -0.043, atom 2 (C): -0.313, atom 3 (O): -0.140, atom 4 (H): 0.005, atom 5 (H): 0.044

---

Relative energies in kJ/mol: 1 0.0; 2 210.2; 3 19.2

---

## 1
C3H4NO3 | ωB97M-V/def2-TZVPD

CARTESIAN COORDINATES (ANGSTROEM)
O -1.0006 2.3864 -0.0039
C -0.8491 1.4648 -0.8022
N -0.5367 0.2009 -0.5112
C 0.0098 -0.2727 0.7263
C 1.0905 -1.3382 0.4229
O 1.9374 -1.5599 1.3002
O 0.9769 -1.8627 -0.7175
H -1.0019 1.6549 -1.8818
H -0.2406 -0.4409 -1.2472
H 0.3877 0.5115 1.3764
H -0.7734 -0.7440 1.3382

Output
total charge	-1
SMILES	O=CNCC(=O)[O-]
LUMO level	3.9245	eV
E_HOMO	-4.6	eV
HOMO-LUMO gap	8.496	eV

Atomic partial charges in e from the Löwdin method, atoms 1 to 5: atom 1 (O): -0.047, atom 2 (C): -0.402, atom 3 (N): 0.015, atom 4 (C): -0.131, atom 5 (C): -0.727

---

## 2
C3H4NO3 | ωB97M-V/def2-TZVPD

CARTESIAN COORDINATES (ANGSTROEM)
C -2.0753 -0.8390 1.5204
C 1.2630 0.8415 -1.3678
C 1.2369 0.0401 -0.1457
N -1.9265 0.2243 0.8442
O -3.2010 -0.6576 0.7406
O -1.6826 -1.6510 2.3200
O 1.8584 -0.4218 -1.3125
H 0.3602 0.9093 -1.9616
H 1.9448 1.6813 -1.4494
H 0.3086 -0.4301 0.1530
H 1.9136 0.3031 0.6588

Output
total charge	-1
LUMO level	3.8086	eV
E_HOMO	-3.1	eV
HOMO-LUMO gap	6.898	eV

Atomic partial charges in e from the Löwdin method, atoms 1 to 5: atom 1 (C): -0.842, atom 2 (C): -0.185, atom 3 (C): -0.166, atom 4 (N): 0.055, atom 5 (O): -0.130

---

Relative energies in kJ/mol: 1 0.0; 2 485.8

---

## 1
C4H2 | ωB97M-V/def2-TZVPD

CARTESIAN COORDINATES (ANGSTROEM)
C -0.3781 0.0383 0.1849
C -0.0865 1.0434 0.8417
C -0.5901 -1.0955 -0.5625
C -0.6345 -2.1421 -1.2726
H 0.2319 1.9042 1.3907
H 0.7097 -0.3494 -0.0386

Output
LUMO level	-1.3515	eV
E_HOMO	-9.7	eV
HOMO-LUMO gap	8.361	eV

Atomic partial charges in e from the Löwdin method, atoms 1 to 5: atom 1 (C): -0.283, atom 2 (C): 0.236, atom 3 (C): -0.296, atom 4 (C): 0.050, atom 5 (H): 0.071

---

## 2
C4H2 | ωB97M-V/def2-TZVPD

CARTESIAN COORDINATES (ANGSTROEM)
C -0.0917 0.9672 -0.0702
C 0.2123 -2.2142 0.0448
C -0.2041 2.2140 -0.1595
C 0.0703 -1.0125 -0.1489
H 0.1147 3.2009 -0.3111
H 0.0422 -3.2407 0.2154

Output
LUMO level	-0.4515	eV
E_HOMO	-10.7	eV
HOMO-LUMO gap	10.201	eV

Atomic partial charges in e from the Löwdin method, atoms 1 to 5: atom 1 (C): -0.006, atom 2 (C): 0.002, atom 3 (C): 0.003, atom 4 (C): -0.015, atom 5 (H): 0.003

---

Relative energies in kJ/mol: 1 82.4; 2 0.0

---

## 1
C8H11N3 | ωB97M-V/def2-TZVPD

CARTESIAN COORDINATES (ANGSTROEM)
C 2.3198 -0.9346 -0.2546
C -0.9188 -0.1885 -1.2597
C -0.9652 -1.0275 -0.1858
C -0.3199 1.0803 -1.1418
C -0.0109 -0.7576 0.9635
C 0.1525 0.7899 1.1059
C -1.5149 -2.4616 -0.2341
C 0.4538 2.9129 0.2665
N 1.3348 -1.3766 0.5003
N 3.1079 -0.4210 -0.9463
N 0.0477 1.5497 0.0756
H -1.4081 -0.4373 -2.2324
H 1.3807 -2.3336 0.8100
H -0.2223 1.8649 -1.9060
H -0.1478 -1.2344 1.9597
H 0.0796 1.2343 2.0501
H -1.7420 -2.7749 0.8095
H -0.7013 -3.0638 -0.6535
H -2.4810 -2.3780 -0.6766
H 1.1702 3.2253 -0.4110
H -0.3635 3.7110 0.0158
H 0.7487 3.0212 1.3449

Output
LUMO level	0.6973	eV
E_HOMO	-7.0	eV
HOMO-LUMO gap	7.664	eV

Atomic partial charges in e from the Löwdin method, atoms 1 to 5: atom 1 (C): -0.364, atom 2 (C): -0.061, atom 3 (C): -0.258, atom 4 (C): -0.097, atom 5 (C): -0.188

---

## 2
C8H11N3 | ωB97M-V/def2-TZVPD

CARTESIAN COORDINATES (ANGSTROEM)
C -1.8168 -2.0169 -0.9304
C -0.6609 -1.1440 -0.7038
C 0.5974 -1.5563 -0.4453
C 1.5993 -0.4681 0.2272
N 2.7619 -0.9692 1.0665
C 2.1915 -0.0019 -0.9996
N 2.6617 0.4006 -1.9575
C 0.7888 0.7460 0.8142
C -0.3049 1.0807 -0.1985
C -0.4845 2.4622 -0.6074
N -0.9802 0.1924 -0.8185
H -2.8160 -1.5518 -1.1231
H -2.0742 -2.4892 0.0668
H -1.8768 -2.7882 -1.7310
H 0.9188 -2.6017 -0.5470
H 3.6706 -0.4598 0.7970
H 2.4882 -0.8353 1.9806
H 1.5818 1.4944 0.9834
H 0.2556 0.4616 1.7265
H 0.2070 2.6936 -1.4585
H -0.4462 3.1892 0.2514
H -1.5166 2.6496 -1.0954

Output
SMILES	CC1=C[C@@](N)(C#N)CC(C)=N1
LUMO level	0.4664	eV
E_HOMO	-8.7	eV
HOMO-LUMO gap	9.208	eV

Atomic partial charges in e from the Löwdin method, atoms 1 to 5: atom 1 (C): -0.067, atom 2 (C): -0.374, atom 3 (C): 0.052, atom 4 (C): -0.429, atom 5 (N): 0.087

---

Relative energies in kJ/mol: 1 102.6; 2 0.0